No. 1
Here is a structure of composition H4N2O2S2 from OMol25. Energies are from ωB97M-V/def2-TZVPD.

The frontier orbital gap (alpha / beta) is 7.48 / 7.82 eV. The lowest unoccupied orbital energy (alpha / beta) comes out at -0.036 / -0.031 Ha. The spin multiplicity is 1. Its highest occupied orbital energy (alpha / beta) is -8.5 / -8.7 eV. The energy relative to the best compared isomer or geometry (same formula, charge and spin) is 37.8 kJ/mol.

Last column: natural (NBO) charge in e.
Positions of all 10 atoms, in Å:
N: 1.287 -0.492 -0.845  -1.020
N: -1.529 0.772 0.499  -1.053
O: 0.920 1.689 0.400  -0.916
O: -1.018 -1.556 -0.106  -0.931
S: 1.472 0.348 0.622  1.078
S: -1.092 -0.722 1.041  1.238
H: 2.043 -1.159 -0.881  0.376
H: 0.464 -1.058 -0.840  0.395
H: -1.728 0.649 -0.508  0.399
H: -0.819 1.528 0.619  0.435


No. 2
Here is an isolated molecule of C6H7Cl2N3O2 from OMol25. Energies are from ωB97M-V/def2-TZVPD.

The frontier orbital gap is 8.90 eV. The lowest unoccupied orbital energy comes out at 0.000 Ha. The spin multiplicity is 1. Its highest occupied orbital energy is -8.9 eV. The energy relative to the best compared isomer or geometry (same formula, charge and spin) is 28.1 kJ/mol.

Last column: natural (NBO) charge in e.
Positions of all 20 atoms, in Å:
C: -0.686 -2.126 -1.402  -0.380
C: -0.862 -0.792 -1.627  0.059
C: 0.551 -2.513 -0.959  0.234
C: 0.199 0.178 -1.225  -0.485
C: -0.100 0.676 0.276  -0.092
C: 0.184 -0.428 1.231  0.055
N: 1.637 -2.784 -0.810  -0.292
N: -1.345 1.328 0.498  -0.825
N: 1.437 -0.583 1.489  0.362
O: 2.426 0.038 1.112  -0.497
O: 1.862 -1.732 2.261  -0.553
Cl: -2.358 -0.079 -1.998  0.055
Cl: -0.905 -1.527 1.876  0.100
H: -1.421 -2.979 -1.545  0.267
H: 1.146 -0.486 -1.301  0.271
H: 0.105 0.926 -1.994  0.234
H: 0.714 1.349 0.301  0.254
H: 2.783 -1.651 2.376  0.490
H: -1.251 2.282 0.373  0.372
H: -2.101 0.927 -0.084  0.370


No. 3
Here is an isolated molecule of C7H13NO2 from OMol25. Energies are from ωB97M-V/def2-TZVPD.

The frontier orbital gap is 6.56 eV. The lowest unoccupied orbital energy comes out at 0.011 Ha. The spin multiplicity is 1. Its highest occupied orbital energy is -6.3 eV. The energy relative to the best compared isomer or geometry (same formula, charge and spin) is 531.0 kJ/mol.

Last column: natural (NBO) charge in e.
Positions of all 23 atoms, in Å:
C: -1.541 -0.903 1.534  -0.418
N: -0.890 -1.119 0.221  -0.521
C: 0.548 -1.536 0.217  0.947
O: 1.028 -1.628 1.480  -0.679
O: 1.000 -2.136 -0.733  -0.580
H: 1.934 -1.962 1.390  0.509
H: -1.434 -1.788 -0.329  0.428
H: -0.997 -0.132 2.070  0.224
H: -2.565 -0.586 1.347  0.242
H: -1.529 -1.833 2.096  0.213
C: 1.645 0.872 -1.656  -0.667
C: 0.850 0.756 -0.386  -0.081
C: -0.807 0.297 -0.763  -0.051
C: 1.241 1.385 0.731  -0.409
C: -1.854 1.188 -0.654  -0.799
H: -0.660 -0.136 -1.748  0.202
H: 1.145 1.539 -2.366  0.226
H: 2.652 1.254 -1.471  0.211
H: 1.739 -0.103 -2.146  0.222
H: 0.685 1.332 1.661  0.185
H: 2.166 1.954 0.769  0.192
H: -2.108 1.652 0.291  0.184
H: -2.248 1.634 -1.557  0.220